<A>
Entry from OMol25: a molecular structure, C4H9ClN (ωB97M-V/def2-TZVPD).

Orbital gap ... 11.5 eV
Lowest unoccupied orbital energy ... -3.48 eV

```
! wB97M-V def2-TZVPD RIJCOSX def2/J DEFGRID3
* xyz 1 1
C -0.30 0.57 1.01
C -0.23 0.55 -1.03
C -1.41 0.80 -0.07
C 1.05 -1.49 -0.02
N 0.61 0.00 0.05
Cl -2.66 -0.38 -0.05
H 0.08 1.54 1.35
H -0.50 -0.05 1.78
H -0.14 0.10 -1.95
H 0.15 1.52 -1.09
H -1.88 1.80 -0.07
H 1.78 -1.61 0.85
H 0.25 -2.23 -0.04
H 1.72 -1.56 -0.87
H 1.48 0.42 0.14
*
```

---

<B>
Entry from OMol25: 2 unconnected molecules or ions with the total composition C4H9ClN (ωB97M-V/def2-TZVPD).

Orbital gap (alpha / beta) ... 8.1 / 8.1 eV
Lowest unoccupied orbital energy (alpha / beta) ... -4.73 / -4.73 eV

```
! wB97M-V def2-TZVPD RIJCOSX def2/J DEFGRID3
* xyz 1 1
C -0.85 -1.25 0.59
C -1.22 1.86 -0.47
C 0.63 -0.58 -1.10
C 1.12 -0.09 1.20
N 0.29 -0.78 0.28
Cl -2.48 1.64 -1.53
H -1.07 -1.29 1.60
H -1.71 -1.58 -0.11
H -0.94 2.98 -0.23
H 0.47 0.39 -1.49
H 1.62 -0.55 -1.18
H -0.02 -1.26 -1.78
H 0.74 0.11 2.13
H 2.08 -0.55 1.08
H 1.33 0.93 1.01
*
```

---

Computed relative energies in units of kJ/mol: <A> 0.0; <B> 372.9

---

<A>
Entry from OMol25: 2 unconnected molecules or ions with the total composition C3H4NO3 (ωB97M-V/def2-TZVPD).

Orbital gap ... 7.3 eV
Lowest unoccupied orbital energy ... 3.89 eV

```
! wB97M-V def2-TZVPD RIJCOSX def2/J DEFGRID3
* xyz -1 1
C 1.18 -0.76 -0.14
C -2.35 -0.77 0.04
C -1.16 -0.31 0.54
N 0.07 -0.20 0.18
O 1.80 2.20 0.17
O -3.06 -0.15 -0.80
O 2.18 -0.41 -0.81
H 1.24 -1.72 0.46
H -2.92 -1.54 0.80
H 2.11 1.37 -0.37
H 0.90 2.29 -0.07
*
```

---

<B>
Entry from OMol25: 2 unconnected molecules or ions with the total composition C3H4NO3 (ωB97M-V/def2-TZVPD).

Orbital gap (alpha / beta) ... 7.6 / 8.0 eV
Lowest unoccupied orbital energy (alpha / beta) ... 3.70 / 3.73 eV

```
! wB97M-V def2-TZVPD RIJCOSX def2/J DEFGRID3
* xyz -1 1
C -3.34 0.20 -0.02
C 0.85 0.71 0.46
C 0.13 1.39 -0.68
N -2.35 0.28 -1.02
O -4.14 -0.68 -0.49
O -3.34 0.71 1.11
O 0.98 0.32 -0.95
H 1.79 1.06 0.84
H 0.36 -0.12 0.96
H 0.42 2.40 -1.17
H -1.86 -0.64 -1.18
*
```

---

<C>
Entry from OMol25: a gas-phase ion, C3H4NO3 (charge -1) (ωB97M-V/def2-TZVPD).

Orbital gap ... 8.2 eV
Lowest unoccupied orbital energy ... 3.90 eV
Structure (SMILES) ... CN1O[C@H]1C(=O)[O-]

```
! wB97M-V def2-TZVPD RIJCOSX def2/J DEFGRID3
* xyz -1 1
C 0.46 0.40 -0.43
N -0.79 -0.18 -0.83
O -1.97 0.54 -0.39
C -1.74 -0.83 0.00
C -2.53 -2.11 -0.49
O -2.06 -3.15 0.02
O -3.53 -1.99 -1.21
H 0.86 1.15 -1.17
H 0.44 1.02 0.66
H 1.01 -0.48 -0.35
H -1.52 -0.98 1.05
*
```

---

Computed relative energies in units of kJ/mol: <A> 0.0; <B> 234.3; <C> 15.3

---

<A>
Entry from OMol25: 2 unconnected molecules or ions with the total composition C4H9NSi (ωB97M-V/def2-TZVPD).

Orbital gap (alpha / beta) ... 8.8 / 6.7 eV
Lowest unoccupied orbital energy (alpha / beta) ... -0.08 / 0.10 eV

```
! wB97M-V def2-TZVPD RIJCOSX def2/J DEFGRID3
* xyz 0 1
C 0.22 -3.33 1.20
C -0.02 -2.39 0.51
C 0.69 0.45 -0.88
C 0.56 2.68 1.49
N -1.84 -0.82 -1.54
Si -0.63 -0.85 -0.26
H 0.34 -4.31 1.75
H 1.09 0.11 -1.83
H 0.18 1.39 -0.97
H 1.46 0.54 -0.06
H 0.07 3.64 1.39
H 0.08 1.82 1.88
H 1.62 2.78 1.60
H -1.57 -0.15 -2.19
H -2.24 -1.56 -2.09
*
```

---

<B>
Entry from OMol25: a single C4H9NSi molecule (ωB97M-V/def2-TZVPD).

Orbital gap ... 11.4 eV
Lowest unoccupied orbital energy ... 0.38 eV
Structure (SMILES) ... CC[C@@H]([SiH3])C#N

```
! wB97M-V def2-TZVPD RIJCOSX def2/J DEFGRID3
* xyz 0 1
C -0.46 -0.42 -2.01
C 0.24 0.29 -0.80
C -0.30 -0.03 0.62
Si 1.00 -0.39 1.89
C -1.23 1.09 0.85
N -2.03 1.87 1.13
H -0.20 -1.40 -2.06
H -1.55 -0.39 -1.72
H -0.20 -0.03 -3.01
H 0.30 1.43 -0.93
H 1.30 -0.03 -0.69
H -0.95 -0.93 0.38
H 0.39 0.33 3.13
H 2.26 0.35 1.88
H 1.45 -1.75 1.37
*
```

---

Computed relative energies in units of kJ/mol: <A> 243.6; <B> 0.0

---

<A>
Entry from OMol25: a single C3H3ClOS molecule (ωB97M-V/def2-TZVPD).

Orbital gap ... 8.5 eV
Lowest unoccupied orbital energy ... -1.00 eV
Structure (SMILES) ... O=C[C@@H](Cl)C=S

```
! wB97M-V def2-TZVPD RIJCOSX def2/J DEFGRID3
* xyz 0 1
O 0.30 2.10 0.12
C -0.14 1.11 -0.30
C -0.47 -0.08 0.51
Cl -2.11 -0.65 -0.03
C 0.63 -1.01 -0.03
S 2.16 -0.66 0.01
H -0.19 1.02 -1.40
H -0.54 0.17 1.53
H 0.37 -2.00 -0.42
*
```

---

<B>
Entry from OMol25: a single C3H3ClOS molecule (ωB97M-V/def2-TZVPD).

Orbital gap ... 9.4 eV
Lowest unoccupied orbital energy ... 0.33 eV
Structure (SMILES) ... S=C1OC[C@@H]1Cl

```
! wB97M-V def2-TZVPD RIJCOSX def2/J DEFGRID3
* xyz 0 1
S 1.95 0.56 -0.29
C 0.71 -0.31 0.14
O 0.47 -1.57 0.15
C -0.89 -1.46 0.73
C -0.68 0.10 0.75
Cl -1.56 1.00 -0.57
H -1.61 -1.92 0.04
H -0.89 -2.00 1.70
H -0.72 0.50 1.78
*
```

---

Computed relative energies in units of kJ/mol: <A> 18.9; <B> 0.0

---

<A>
Entry from OMol25: a single C3H5NO2S2 molecule (ωB97M-V/def2-TZVPD).

Orbital gap ... 8.2 eV
Lowest unoccupied orbital energy ... -0.73 eV
Structure (SMILES) ... OC/C(=N\S)C(O)=S

```
! wB97M-V def2-TZVPD RIJCOSX def2/J DEFGRID3
* xyz 0 1
O 0.70 0.05 2.23
C 0.15 -0.80 1.15
C 0.05 -0.07 -0.29
N -0.71 0.82 -0.81
S -1.64 1.73 0.42
C 0.98 -0.65 -1.42
O 0.98 0.15 -2.44
S 1.80 -2.06 -1.23
H -0.26 0.37 2.62
H 0.69 -1.70 1.10
H -0.85 -1.14 1.29
H -2.31 2.47 -0.51
H 0.42 0.84 -2.11
*
```

---

<B>
Entry from OMol25: a single C3H5NO2S2 molecule (ωB97M-V/def2-TZVPD).

Orbital gap ... 8.5 eV
Lowest unoccupied orbital energy ... -0.25 eV

```
! wB97M-V def2-TZVPD RIJCOSX def2/J DEFGRID3
* xyz 0 1
C 0.97 -1.33 0.32
C -0.79 0.00 -0.53
C -0.85 1.12 0.42
N -0.33 -1.19 0.04
O 1.69 -2.18 0.77
O 2.07 0.38 -1.42
S 0.76 2.25 0.52
S 1.89 0.43 0.03
H -1.75 -0.32 -0.76
H -0.35 0.20 -1.51
H -1.60 1.84 0.25
H -0.75 0.63 1.46
H -0.96 -1.82 0.41
*
```

---

Computed relative energies in units of kJ/mol: <A> 17.2; <B> 0.0

---

<A>
Entry from OMol25: a single C5H11N3O molecule (ωB97M-V/def2-TZVPD).

Orbital gap ... 9.1 eV
Lowest unoccupied orbital energy ... 0.80 eV
Structure (SMILES) ... [H]/N=C\C(N)=C(/C)N(C)O

```
! wB97M-V def2-TZVPD RIJCOSX def2/J DEFGRID3
* xyz 0 1
H 2.96 0.07 1.34
N 3.34 0.40 0.44
C 2.43 0.73 -0.36
C 0.81 0.88 0.05
N 0.42 2.13 0.49
C 0.15 -0.24 -0.13
C 0.47 -1.58 -0.67
N -1.45 0.06 0.17
C -2.24 -1.04 0.66
O -2.08 0.63 -0.98
H 2.79 1.11 -1.32
H -0.51 2.37 0.21
H 1.17 2.73 0.82
H 0.64 -2.31 0.12
H -0.39 -1.91 -1.26
H 1.36 -1.54 -1.30
H -1.74 -1.43 1.55
H -3.22 -0.66 0.94
H -2.38 -1.84 -0.08
H -2.51 1.44 -0.69
*
```

---

<B>
Entry from OMol25: a molecular structure, C5H11N3O (ωB97M-V/def2-TZVPD).

Orbital gap ... 7.7 eV
Lowest unoccupied orbital energy ... -0.71 eV

```
! wB97M-V def2-TZVPD RIJCOSX def2/J DEFGRID3
* xyz 0 1
C 1.90 0.24 0.48
C 0.48 -1.51 -0.73
C 0.60 -0.12 -0.18
O 0.47 2.15 -0.78
N -0.01 0.83 -1.04
H 0.51 2.53 -1.67
H 0.96 -2.23 -0.06
H 2.19 -0.54 1.18
H 2.69 0.32 -0.28
H 1.85 1.20 0.99
H -0.57 -1.77 -0.89
H 0.96 -1.57 -1.71
C -1.43 0.72 -0.62
C -0.74 0.00 1.19
N -2.23 -0.12 -1.22
N -1.32 -1.03 1.67
H -2.67 -0.74 -0.54
H -1.43 -0.96 2.69
H -1.74 1.73 -0.32
H -0.46 0.86 1.82
*
```

---

Computed relative energies in units of kJ/mol: <A> 0.0; <B> 212.7